This record from the Open Molecules 2025 dataset describes the molecule C4H5IN2O at a distorted geometry. The level of theory is ωB97M-V with the def2-TZVPD basis set.

Computed properties:
- 2S+1 = 1
- energy relative to the best compared isomer or geometry (same formula, charge and spin) (eV) = 2.1988

Positions of all 13 atoms, in Å:
O  -0.474  2.897  0.081
C  -0.797  1.672  -0.425
N  -0.927  0.619  0.274
C  -1.128  -0.636  -0.116
C  -0.274  -1.704  -0.052
C  1.108  -1.468  0.387
N  1.591  -0.299  0.403
I  3.592  0.163  0.389
H  -0.693  3.088  1.055
H  -0.777  1.784  -1.481
H  -2.039  -0.929  -0.669
H  -0.719  -2.714  -0.271
H  1.537  -2.473  0.425